Record 1
{"formula": "C60H50I2N3O4PSe2TaTe", "method": "ωB97M-V/def2-TZVPD", "gap_ev": 5.428, "total_charge": 1, "e_above_lowest_kcal_mol": 123.1, "spin_multiplicity": 1, "elements": ["Ta", "I", "C", "C", "C", "I", "C", "C", "C", "C", "N", "C", "C", "O", "H", "H", "H", "H", "C", "C", "C", "C", "C", "O", "C", "C", "C", "C", "C", "C", "C", "O", "C", "C", "C", "N", "C", "C", "Te", "C", "C", "C", "C", "C", "C", "C", "C", "C", "C", "C", "C", "H", "H", "H", "H", "H", "H", "H", "H", "H", "H", "H", "H", "H", "H", "H", "H", "H", "H", "H", "H", "H", "H", "H", "H", "Se", "P", "Se", "C", "C", "C", "C", "C", "C", "C", "C", "C", "C", "C", "C", "H", "H", "H", "H", "H", "H", "H", "H", "H", "H", "O", "N", "C", "C", "C", "C", "C", "C", "C", "C", "C", "C", "H", "H", "H", "H", "H", "H", "H", "H", "H", "H", "H", "H"], "xyz": [[0.789916, -0.588297, -0.718471], [0.443369, 0.294531, -5.866960], [-1.064914, 0.186977, -4.454418], [-2.405389, 0.271005, -4.902082], [-3.456955, 0.189810, -4.038179], [-5.391599, 0.388863, -4.783580], [-3.223426, -0.004614, -2.649941], [-4.214993, -0.170660, -1.668112], [-3.852299, -0.394691, -0.365803], [-2.498643, -0.442643, -0.029500], [-1.533928, -0.266664, -0.917015], [-1.884993, -0.061290, -2.219149], [-0.797118, 0.038682, -3.119061], [0.426550, -0.038212, -2.582787], [-2.584538, 0.409353, -5.959403], [-5.258507, -0.136431, -1.952645], [-4.588256, -0.550984, 0.408275], [-2.217542, -0.663650, 0.992188], [-1.750258, 6.354398, 3.988176], [-1.394532, 5.055958, 3.323722], [-1.604719, 3.839464, 3.963954], [-1.276430, 2.625580, 3.369544], [-1.510383, 1.344471, 4.143685], [-0.728507, 1.000158, 4.994965], [-2.721767, 0.552517, 3.795730], [-2.751014, -0.799581, 4.137255], [-3.867357, -1.561154, 3.841579], [-4.970809, -0.968648, 3.235321], [-4.948182, 0.378490, 2.900979], [-3.815259, 1.137126, 3.160694], [-0.710470, 2.681404, 2.110644], [-0.327701, 1.534482, 1.352034], [-0.464791, 3.863814, 1.432383], [-0.832379, 5.048683, 2.048220], [0.169937, 3.808130, 0.066144], [1.416519, 3.927411, -0.137305], [2.335566, 4.216992, 0.965613], [2.843458, 2.960584, 1.652195], [4.344755, 3.382455, 3.117981], [2.921358, 4.053658, 4.523840], [2.792743, 5.413671, 4.796469], [1.865890, 5.852357, 5.732923], [1.056834, 4.937247, 6.392648], [1.173958, 3.582546, 6.114468], [2.107304, 3.139757, 5.187030], [-0.758746, 3.603506, -1.081995], [-0.283883, 3.744206, -2.386597], [-1.152677, 3.639847, -3.458866], [-2.504550, 3.393645, -3.245681], [-2.981480, 3.236465, -1.953532], [-2.112931, 3.341885, -0.875697], [-2.263250, 6.188604, 4.933614], [-2.395350, 6.955090, 3.346316], [-0.849408, 6.935588, 4.190564], [-2.030537, 3.825951, 4.960211], [-1.887628, -1.234415, 4.624994], [-3.886864, -2.613393, 4.092522], [-5.853102, -1.560494, 3.028003], [-5.813331, 0.838956, 2.441751], [-3.793068, 2.187317, 2.896493], [-0.665583, 5.983663, 1.525523], [1.867384, 4.870132, 1.709947], [3.181237, 4.759516, 0.544808], [3.272759, 2.251394, 0.946334], [2.055413, 2.459486, 2.207749], [3.422095, 6.129248, 4.282771], [1.782614, 6.909505, 5.951681], [0.342823, 5.279822, 7.131199], [0.549714, 2.861497, 6.626684], [2.201282, 2.079283, 4.988931], [0.766698, 3.953874, -2.537300], [-0.779211, 3.768017, -4.466797], [-3.185251, 3.334089, -4.085688], [-4.034440, 3.049212, -1.782460], [-2.503165, 3.243686, 0.130635], [0.155922, -2.954140, -1.011385], [1.678000, -4.148717, 0.242716], [2.943546, -0.788943, 0.514848], [1.338576, -5.847207, -0.351643], [0.462792, -6.226232, -1.362272], [0.363094, -7.559219, -1.740404], [1.134536, -8.524638, -1.112596], [2.014942, -8.154541, -0.104498], [2.120872, -6.824332, 0.267262], [0.723845, -4.138619, 1.811048], [1.170634, -3.274076, 2.808801], [0.483387, -3.166319, 4.010984], [-0.651307, -3.934476, 4.226000], [-1.098114, -4.808032, 3.240410], [-0.416014, -4.909148, 2.038727], [-0.142593, -5.488358, -1.872675], [-0.321190, -7.840981, -2.530283], [1.054722, -9.561895, -1.409763], [2.625288, -8.900790, 0.386788], [2.823049, -6.542157, 1.045445], [2.071204, -2.690503, 2.649761], [0.844680, -2.497489, 4.781958], [-1.178450, -3.868926, 5.169668], [-1.973869, -5.420007, 3.414700], [-0.763956, -5.595522, 1.275922], [0.212171, -0.461948, 1.288115], [-0.288643, 0.381552, 1.999589], [3.571703, 0.503180, -3.525964], [3.831366, -0.379738, -2.292397], [5.257664, -0.080352, -1.803522], [2.854199, 0.079268, -1.196102], [3.657694, -1.858855, -2.630274], [4.434823, -2.851964, -2.037550], [4.251054, -4.191662, -2.355127], [3.288370, -4.568547, -3.278231], [2.511393, -3.590306, -3.882007], [2.694485, -2.254937, -3.557901], [4.015831, 1.489008, -3.378408], [2.508333, 0.640313, -3.704908], [4.017245, 0.059398, -4.417021], [5.368640, 0.992622, -1.637813], [5.489052, -0.583240, -0.864902], [5.992130, -0.389264, -2.549890], [2.908026, 1.169266, -1.087990], [5.199463, -2.592326, -1.318687], [4.868037, -4.942775, -1.877862], [3.146723, -5.612874, -3.525836], [1.757501, -3.866424, -4.609434], [2.079024, -1.508631, -4.041873]], "forces_ev_per_a": [[0.69, -0.89, -0.86], [0.00, 0.05, 0.00], [-0.07, -0.02, -0.01], [0.02, 0.02, -0.02], [-0.01, 0.01, 0.02], [0.00, 0.00, 0.00], [0.02, -0.02, 0.00], [0.01, -0.01, 0.02], [-0.03, 0.01, -0.04], [0.02, -0.02, 0.02], [0.20, 0.15, 0.15], [0.00, -0.02, -0.03], [0.01, 0.04, 0.11], [0.03, 0.28, -0.37], [0.00, -0.01, 0.00], [0.00, 0.00, 0.00], [0.02, 0.00, -0.01], [0.00, 0.00, 0.01], [0.01, -0.01, 0.01], [0.00, -0.03, -0.02], [0.05, 0.02, 0.00], [0.06, 0.00, 0.12], [0.03, -0.01, -0.12], [-0.05, 0.04, 0.05], [-0.04, -0.03, 0.02], [0.02, 0.02, 0.00], [0.01, -0.01, -0.01], [-0.01, 0.02, 0.01], [0.00, -0.02, 0.01], [0.02, -0.01, 0.01], [-0.08, -0.07, -0.07], [0.11, -0.15, 0.12], [0.05, -0.03, -0.02], [0.05, -0.01, 0.01], [0.12, 0.05, 0.05], [-0.06, -0.06, 0.05], [-0.13, 0.12, 0.00], [0.03, 0.01, -0.04], [0.00, -0.03, 0.02], [-0.01, 0.05, -0.03], [0.00, -0.01, 0.00], [-0.03, 0.00, -0.01], [0.01, 0.01, -0.02], [-0.02, -0.01, 0.02], [-0.04, 0.03, -0.01], [0.00, -0.02, -0.01], [0.01, -0.06, 0.00], [0.01, -0.03, -0.02], [0.00, 0.00, -0.01], [0.00, 0.00, 0.00], [0.01, 0.00, -0.01], [0.00, 0.00, 0.00], [0.00, 0.01, 0.00], [0.01, 0.00, 0.00], [0.00, 0.00, 0.01], [-0.02, 0.01, -0.01], [0.01, 0.00, 0.00], [-0.01, 0.00, 0.00], [0.00, 0.01, 0.00], [0.00, 0.01, 0.01], [0.01, 0.00, 0.01], [0.04, -0.02, 0.04], [-0.02, 0.00, -0.05], [0.02, 0.00, -0.05], [-0.12, -0.11, -0.01], [0.00, 0.00, 0.00], [0.00, 0.00, 0.00], [0.00, 0.00, 0.00], [0.00, 0.00, -0.02], [0.01, -0.02, 0.01], [-0.01, 0.00, 0.00], [0.01, -0.01, -0.01], [0.00, 0.00, 0.00], [0.00, 0.01, 0.00], [-0.01, 0.01, 0.00], [0.30, 0.18, -0.03], [0.00, -0.01, 0.02], [-0.23, 0.10, 0.08], [0.01, 0.01, 0.00], [0.00, 0.01, -0.02], [0.00, -0.01, 0.00], [-0.01, 0.01, 0.00], [0.00, 0.00, 0.00], [0.01, -0.01, 0.01], [-0.01, 0.00, 0.00], [0.02, -0.02, 0.01], [-0.01, 0.00, 0.00], [-0.01, 0.00, -0.01], [0.01, 0.02, 0.00], [0.01, 0.01, 0.01], [0.00, 0.00, 0.00], [0.00, 0.00, 0.00], [0.00, 0.00, 0.00], [0.00, 0.00, 0.00], [0.00, 0.00, 0.00], [-0.01, -0.01, 0.01], [0.00, 0.01, 0.01], [0.00, 0.00, 0.01], [0.00, 0.00, 0.00], [0.00, 0.00, 0.00], [-0.85, 0.31, 0.94], [0.45, 0.13, -0.08], [-0.04, 0.03, 0.02], [0.07, 0.01, 0.05], [0.02, -0.05, -0.06], [-0.57, 0.08, -0.07], [-0.07, 0.00, -0.02], [-0.05, 0.00, 0.06], [-0.01, -0.01, 0.02], [-0.02, -0.01, 0.02], [-0.02, 0.01, 0.01], [0.02, 0.00, -0.04], [-0.03, 0.02, 0.02], [0.00, -0.03, -0.03], [0.05, 0.02, 0.01], [-0.01, 0.00, 0.02], [0.01, -0.01, -0.01], [-0.01, 0.01, -0.01], [0.02, -0.01, 0.02], [0.00, 0.00, 0.00], [0.00, 0.00, 0.00], [0.01, 0.00, 0.00], [0.01, 0.00, 0.00], [0.01, -0.02, 0.01]]}

***

Record 2
{"formula": "C37H29IrN8O3", "method": "ωB97M-V/def2-TZVPD", "gap_ev": 5.725, "total_charge": 2, "e_above_lowest_kcal_mol": 0.0, "spin_multiplicity": 1, "elements": ["Ir", "C", "C", "C", "C", "C", "C", "N", "N", "C", "C", "C", "C", "C", "C", "H", "H", "H", "H", "H", "H", "H", "H", "H", "O", "N", "O", "C", "C", "C", "C", "C", "C", "N", "C", "C", "N", "C", "C", "C", "C", "H", "H", "H", "H", "H", "H", "H", "C", "C", "C", "C", "C", "N", "C", "O", "N", "C", "C", "C", "C", "N", "C", "C", "C", "H", "H", "H", "H", "H", "H", "H", "H", "H", "H", "H", "H", "H"], "xyz": [[0.504232, -0.138877, -0.260770], [4.668446, 1.703662, -3.248425], [4.991275, 0.354592, -3.158290], [4.188725, -0.515628, -2.443829], [3.044152, -0.020819, -1.814652], [2.714494, 1.328871, -1.902539], [3.531440, 2.188397, -2.619324], [2.198720, -0.887340, -1.060170], [2.519025, -2.092043, -0.944175], [1.606939, -2.780354, -0.160210], [1.747041, -4.138961, 0.121020], [0.796871, -4.735735, 0.924581], [-0.259997, -3.992808, 1.443744], [-0.391324, -2.631983, 1.183840], [0.539018, -2.020699, 0.359684], [5.304675, 2.375559, -3.807577], [5.877654, -0.024041, -3.648135], [4.441480, -1.562090, -2.376534], [1.841868, 1.756398, -1.413283], [3.278620, 3.237684, -2.682383], [2.571852, -4.697977, -0.298530], [0.857850, -5.791968, 1.145399], [-1.013661, -4.491579, 2.044723], [-1.233846, -2.083917, 1.587232], [-3.088326, 4.237247, 3.995423], [-1.886128, 4.392807, 4.045541], [-1.302495, 5.276978, 4.621150], [-1.056852, 3.406570, 3.320661], [0.159348, 3.144604, 3.845844], [1.007913, 2.160503, 3.252004], [2.255600, 1.787266, 3.785353], [2.982034, 0.798108, 3.168478], [2.482812, 0.206535, 2.006485], [1.327099, 0.573263, 1.469674], [0.574444, 1.516430, 2.093230], [-0.719293, 1.807411, 1.540597], [-1.077142, 1.116005, 0.423558], [-2.261341, 1.333288, -0.126774], [-3.148361, 2.273702, 0.393048], [-2.809148, 2.981039, 1.521875], [-1.563990, 2.750997, 2.142760], [0.482516, 3.678669, 4.729013], [2.623994, 2.270285, 4.680770], [3.935772, 0.470616, 3.555186], [3.032103, -0.568308, 1.488691], [-2.501077, 0.750538, -1.006042], [-4.099156, 2.429189, -0.094679], [-3.493339, 3.703126, 1.939262], [-3.214788, -7.207662, 3.363858], [-3.048051, -6.407521, 2.110161], [-3.674826, -5.170508, 1.954906], [-3.580446, -4.463968, 0.769481], [-2.834226, -4.971922, -0.292370], [-2.714912, -4.164952, -1.445245], [-2.265385, -4.558378, -2.678144], [-1.945113, -5.669402, -3.001977], [-2.204834, -3.487660, -3.610798], [-1.670557, -2.229194, -3.403263], [-1.736712, -1.265933, -4.413402], [-1.189883, -0.017695, -4.201350], [-0.587289, 0.272108, -2.992200], [-0.503173, -0.648345, -2.020158], [-1.021824, -1.869622, -2.216744], [-2.189967, -6.199728, -0.157253], [-2.307605, -6.895737, 1.035398], [-3.392966, -6.564782, 4.225210], [-2.332472, -7.812534, 3.571857], [-4.065248, -7.885601, 3.274778], [-4.266182, -4.764523, 2.765691], [-4.098615, -3.516404, 0.667613], [-3.231019, -3.299476, -1.417574], [-2.224777, -3.825565, -4.562901], [-2.216985, -1.501983, -5.354502], [-1.229980, 0.741254, -4.969384], [-0.143391, 1.239166, -2.795296], [-0.932297, -2.576378, -1.409509], [-1.626111, -6.614833, -0.976807], [-1.818067, -7.858416, 1.123569]], "forces_ev_per_a": [[-0.13, 0.32, -0.65], [-0.03, 0.01, 0.02], [0.00, -0.02, 0.01], [-0.11, 0.16, -0.01], [0.29, -0.15, -0.15], [0.04, 0.02, 0.01], [0.04, 0.03, -0.05], [-0.09, 0.07, 0.03], [-0.01, 0.03, 0.00], [-0.12, 0.34, 0.11], [-0.06, 0.12, -0.04], [-0.04, -0.12, 0.04], [-0.06, -0.15, 0.10], [0.13, 0.11, -0.22], [-0.38, -0.05, 0.44], [0.00, 0.01, 0.00], [0.01, 0.01, -0.01], [-0.04, -0.05, 0.04], [-0.01, -0.13, 0.06], [0.01, 0.01, -0.01], [0.04, 0.02, -0.01], [0.02, -0.01, 0.00], [0.08, 0.04, -0.01], [0.00, 0.03, 0.02], [-0.02, -0.05, 0.10], [-0.03, 0.23, -0.19], [0.01, -0.07, 0.08], [0.21, -0.08, 0.17], [-0.23, 0.07, -0.07], [0.00, -0.10, -0.15], [0.07, -0.09, -0.03], [-0.05, 0.07, 0.05], [0.01, 0.11, -0.06], [0.08, -0.19, 0.01], [-0.09, 0.02, 0.18], [-0.03, 0.18, 0.06], [0.32, -0.59, 0.24], [0.02, 0.04, -0.01], [0.04, 0.00, 0.07], [-0.10, 0.01, -0.09], [0.16, -0.17, -0.08], [0.00, 0.01, 0.02], [0.01, 0.01, 0.02], [0.00, 0.01, 0.03], [0.01, 0.01, 0.01], [-0.02, 0.00, 0.01], [-0.02, 0.02, 0.01], [0.00, -0.01, -0.02], [0.05, -0.06, 0.19], [0.00, 0.14, -0.18], [0.00, -0.15, 0.02], [0.13, -0.06, -0.13], [0.04, -0.17, 0.23], [-0.03, 0.06, -0.34], [0.06, 0.13, 0.27], [-0.02, -0.06, -0.08], [-0.05, 0.07, 0.06], [0.04, 0.00, 0.05], [0.01, 0.00, -0.03], [-0.02, 0.06, -0.02], [0.09, -0.05, 0.03], [0.13, -0.12, -0.03], [-0.17, -0.02, -0.12], [-0.12, 0.14, -0.03], [-0.06, 0.01, 0.09], [-0.03, -0.01, 0.00], [-0.02, -0.02, -0.02], [0.00, -0.01, 0.01], [-0.02, -0.01, 0.03], [0.00, 0.03, -0.03], [-0.01, -0.03, -0.03], [0.04, 0.04, 0.00], [0.00, 0.00, -0.01], [-0.01, 0.00, -0.01], [0.00, 0.00, -0.03], [0.07, -0.01, 0.00], [0.01, 0.01, -0.01], [0.00, -0.01, 0.01]]}

***

Record 3
{"formula": "C3H4O3", "method": "ωB97M-V/def2-TZVPD", "gap_ev": 11.336, "e_above_lowest_kcal_mol": 68.3, "spin_multiplicity": 1, "elements": ["O", "C", "C", "O", "C", "O", "H", "H", "H", "H"], "xyz": [[-0.741905, -0.663745, -1.036737], [0.334957, -0.814128, -0.092056], [-1.011369, -0.576207, 0.359881], [-0.782959, 0.720736, 0.822864], [0.598562, 0.642430, 0.324021], [0.852192, 1.509468, -0.698599], [0.280035, 1.206241, -1.425992], [0.986766, -1.675553, -0.151001], [-1.825164, -1.164899, 0.764778], [1.308884, 0.815656, 1.132842]], "forces_ev_per_a": [[-0.12, -0.02, -0.10], [0.24, -0.19, 0.04], [-0.30, -0.27, 0.27], [-0.15, 0.17, -0.13], [0.31, -0.03, 0.12], [-0.06, -0.05, -0.14], [0.11, 0.24, 0.05], [-0.07, 0.11, -0.03], [0.17, 0.07, -0.03], [-0.13, -0.04, -0.05]]}

***

What did the third record say?
{"formula": "C3H4O3", "method": "ωB97M-V/def2-TZVPD", "gap_ev": 11.336, "e_above_lowest_kcal_mol": 68.3, "spin_multiplicity": 1, "elements": ["O", "C", "C", "O", "C", "O", "H", "H", "H", "H"], "xyz": [[-0.741905, -0.663745, -1.036737], [0.334957, -0.814128, -0.092056], [-1.011369, -0.576207, 0.359881], [-0.782959, 0.720736, 0.822864], [0.598562, 0.642430, 0.324021], [0.852192, 1.509468, -0.698599], [0.280035, 1.206241, -1.425992], [0.986766, -1.675553, -0.151001], [-1.825164, -1.164899, 0.764778], [1.308884, 0.815656, 1.132842]], "forces_ev_per_a": [[-0.12, -0.02, -0.10], [0.24, -0.19, 0.04], [-0.30, -0.27, 0.27], [-0.15, 0.17, -0.13], [0.31, -0.03, 0.12], [-0.06, -0.05, -0.14], [0.11, 0.24, 0.05], [-0.07, 0.11, -0.03], [0.17, 0.07, -0.03], [-0.13, -0.04, -0.05]]}